C23H23AsN5O7SV | ωB97M-V/def2-TZVPD

- Calculated total energy: -5268.24935 Eh
- 2S+1: 1
- HOMO level: -14.23 eV
- Max |F|: 0.8 eV Å⁻¹
- Charge: +2

Element x y z (Å)
As (-1.762, 2.258, 1.806)
V (0.590, 0.435, 0.276)
S (1.299, 3.374, -0.316)
O (0.820, 1.833, -0.731)
O (-1.168, 3.694, 2.552)
O (2.461, 3.616, -1.088)
O (-1.014, 0.084, -1.127)
O (-1.715, 2.825, 0.160)
O (1.321, 3.410, 1.109)
O (-0.137, 1.101, 1.629)
N (-0.678, -2.257, 2.662)
N (-0.850, -1.182, 0.642)
N (-2.760, -1.371, -0.722)
N (2.298, 0.412, 1.064)
N (1.537, -1.021, -0.866)
C (1.306, -4.736, 1.163)
C (0.212, 5.430, -1.620)
C (-3.509, -0.949, -1.921)
C (-3.272, -2.284, 0.163)
C (2.814, -0.800, -0.883)
C (-0.010, -5.644, -0.626)
C (1.002, -2.146, -1.631)
C (4.493, 0.586, 0.525)
C (-1.374, 4.026, -0.448)
C (-1.361, -2.013, 1.557)
C (0.571, -5.782, 0.630)
C (-0.069, 4.294, -0.870)
C (3.293, 0.054, 0.135)
C (-0.811, 6.312, -1.933)
C (-1.565, -0.815, -0.435)
C (-2.387, 4.905, -0.765)
C (4.251, 1.306, 1.731)
C (0.871, -3.405, -0.801)
C (-2.099, 6.051, -1.498)
C (2.923, 1.195, 2.021)
C (-2.629, -2.621, 1.298)
C (1.453, -3.550, 0.451)
C (0.141, -4.465, -1.336)
H (-4.141, -0.096, -1.684)
H (-4.228, -2.709, -0.110)
H (-2.800, -0.676, -2.696)
H (4.981, 1.837, 2.319)
H (-1.070, 3.684, 3.514)
H (-3.053, -3.343, 1.979)
H (-2.899, 6.737, -1.739)
H (-4.114, -1.787, -2.253)
H (-0.569, -6.464, -1.058)
H (5.436, 0.483, 0.011)
H (0.033, -1.856, -2.030)
H (1.228, 5.617, -1.939)
H (2.356, 1.626, 2.828)
H (3.466, -1.279, -1.609)
H (1.785, -4.850, 2.128)
H (2.053, -2.751, 0.874)
H (-0.303, -4.371, -2.322)
H (0.249, -1.883, 2.787)
H (-0.598, 7.200, -2.511)
H (-1.009, -2.934, 3.330)
H (1.642, -2.320, -2.500)
H (-3.399, 4.682, -0.457)
H (0.465, -6.709, 1.178)

---

C48H53FN6O4P2Se4W | ωB97M-V/def2-TZVPD

- Calculated total energy: -12945.37585 Eh
- 2S+1: 1
- HOMO level (alpha / beta): -11.85 / -11.85 eV
- Max |F|: 2.4 eV Å⁻¹
- Charge: +2

Element x y z (Å)
W (-0.511, 0.136, -0.043)
Se (-2.680, 0.036, -1.242)
Se (-0.118, 2.143, -1.682)
Se (1.358, -5.203, 4.037)
Se (0.897, -0.689, -2.132)
P (1.588, -2.672, -1.461)
P (1.494, -5.088, 1.950)
F (-1.122, -1.632, -0.063)
O (-0.801, 0.045, 1.856)
O (-2.544, 4.170, -1.304)
O (-1.959, 0.372, 5.519)
O (-3.374, 1.142, -5.112)
N (1.563, -1.228, 2.030)
N (1.359, -1.246, 0.715)
N (1.363, 1.388, 0.616)
N (1.738, -2.428, 2.477)
N (-1.753, 2.125, 0.856)
N (0.680, -0.255, 4.811)
C (-2.733, 2.461, -3.120)
C (3.354, -2.764, -1.801)
C (0.015, -5.698, 1.104)
C (-2.393, -6.587, 0.038)
C (-0.554, -5.858, -3.898)
C (-2.323, -5.336, 0.642)
C (0.130, -1.357, 4.416)
C (-1.286, -4.867, -3.254)
C (-1.870, -2.611, 4.191)
C (-1.130, 1.395, 5.271)
C (3.784, -2.391, -3.080)
C (0.247, 3.393, 1.620)
C (1.489, -4.956, -3.009)
C (-0.066, -6.963, 0.528)
C (6.043, -2.904, -2.454)
C (2.970, -6.273, -0.119)
C (1.423, -2.547, 0.317)
C (-1.179, 2.979, 1.919)
C (0.829, -5.904, -3.778)
C (0.756, 3.436, 4.914)
C (5.620, -3.258, -1.182)
C (2.942, -5.891, 1.221)
C (-3.200, 0.644, 6.183)
C (-1.274, 2.051, -3.266)
C (-0.565, 3.741, 5.218)
C (-2.865, -1.083, 2.149)
C (4.084, -6.021, 2.008)
C (5.127, -2.464, -3.403)
C (-3.137, -2.879, 3.720)
C (-1.496, 2.731, 5.404)
C (4.273, -3.191, -0.847)
C (-1.571, -0.822, 2.586)
C (-0.641, -3.924, -2.473)
C (-3.648, -2.075, 2.712)
C (-2.962, 3.904, -2.644)
C (0.746, -3.980, -2.342)
C (1.624, -3.317, 1.453)
C (-3.552, 1.471, -2.279)
C (1.122, 2.112, 4.768)
C (0.189, 1.091, 4.897)
C (-1.107, -1.543, 3.699)
C (-1.270, -7.401, -0.005)
C (4.139, -6.776, -0.672)
C (-1.127, -4.900, 1.187)
C (5.256, -6.509, 1.444)
C (-3.338, 2.440, -4.552)
C (5.284, -6.882, 0.106)
C (1.241, 2.265, 1.805)
H (-3.329, -6.932, -0.385)
H (-1.208, -3.150, -1.970)
H (-0.757, 2.704, -3.971)
H (-3.042, 1.252, 7.074)
H (-3.601, -0.323, 6.467)
H (1.765, 1.924, -0.142)
H (-1.987, 2.716, 0.066)
H (6.335, -3.592, -0.440)
H (4.040, -5.751, 3.056)
H (-2.509, 2.981, 5.690)
H (1.397, -6.669, -4.293)
H (-4.214, 1.984, -1.583)
H (-1.875, 4.860, -1.315)
H (-1.192, 1.020, -3.601)
H (0.794, -7.621, 0.519)
H (-2.471, 4.590, -3.341)
H (3.063, -2.041, -3.811)
H (-3.900, 1.142, 5.510)
H (6.199, -7.265, -0.330)
H (0.934, 1.625, 2.622)
H (-2.790, 3.142, -5.188)
H (-4.035, 4.100, -2.685)
H (4.158, -7.090, -1.709)
H (2.568, -4.969, -2.933)
H (-2.543, 0.941, -5.551)
H (-3.262, -0.495, 1.339)
H (-4.652, -2.242, 2.334)
H (-1.793, 3.872, 2.040)
H (2.224, 2.678, 2.034)
H (-3.201, -4.701, 0.693)
H (0.318, 3.798, 0.608)
H (-4.142, 0.838, -2.934)
H (-1.078, -3.948, 1.705)
H (2.156, 1.855, 4.551)
H (5.462, -2.176, -4.392)
H (0.663, -2.266, 4.683)
H (6.145, -6.610, 2.055)
H (2.039, 0.669, 0.842)
H (-2.361, -4.824, -3.372)
H (-1.333, -8.389, -0.447)
H (-1.455, -3.207, 4.996)
H (-3.709, -3.704, 4.126)
H (3.957, -3.471, 0.148)
H (-1.065, -6.595, -4.507)
H (7.095, -2.966, -2.710)
H (1.604, -0.367, 5.205)
H (-4.373, 2.779, -4.489)
H (-0.871, 4.773, 5.341)
H (-1.206, 2.426, 2.857)
H (2.077, -6.193, -0.723)
H (-2.639, 1.774, 1.198)
H (1.494, 4.220, 4.813)
H (0.515, 4.201, 2.303)

---

H4INP2 | ωB97M-V/def2-TZVPD

- Calculated total energy: -1037.47534 Eh
- 2S+1: 1
- HOMO level: -8.65 eV
- Max |F|: 2.6 eV Å⁻¹

Element x y z (Å)
I (-1.787, -2.705, 2.268)
P (0.246, 0.457, -0.917)
P (0.119, -0.240, 1.202)
N (-1.373, -1.136, 0.891)
H (1.219, -1.267, 1.311)
H (1.584, 0.395, -0.771)
H (0.072, -0.699, -1.779)
H (-2.197, -0.450, 1.140)